No. 1
2 unconnected molecules or ions with the total composition C7H10, computed with wB97M-V/def2-TZVPD.

```
17
Properties=species:S:1:pos:R:3:forces:R:3
C 1.139063 0.618319 -0.446293 -0.11 -0.19 0.36
C 0.104439 -1.150147 0.885441 0.13 -0.02 0.19
C -0.968677 -0.719125 -0.124243 -0.24 0.00 -0.08
C 1.324066 0.851699 0.967139 -0.08 -0.02 -0.01
C -1.847909 0.504342 -0.008405 0.04 0.04 0.04
C 0.654079 -0.072233 1.718752 -0.02 0.04 -0.16
C 0.500356 -0.720535 -0.504595 0.15 0.06 -0.17
H 0.076543 -2.174248 1.247723 -0.02 0.15 -0.05
H -1.318221 1.370496 0.394102 -0.04 -0.13 -0.04
H 0.465432 0.005147 2.788428 0.02 0.00 -0.13
H -2.225069 0.781673 -0.998295 0.07 -0.06 0.13
H -1.502678 -1.576128 -0.536322 0.07 0.12 0.06
H 2.066798 0.830454 -3.571479 -0.02 0.01 0.06
H 0.781240 -1.427394 -1.280924 -0.04 0.12 0.11
H 1.852114 0.927365 -2.859334 0.04 -0.01 -0.15
H 1.781794 1.747693 1.377032 -0.06 -0.12 -0.06
H -2.709693 0.291887 0.633383 0.12 0.01 -0.09
```
Forces are in eV/Å.

* Kohn-Sham gap: 7.55 eV
* lowest unoccupied orbital energy: -0.0191 hartree
* molecular weight: 94.157 g mol⁻¹
* relative energy (zero: lowest compared OMol25 entry of this formula, charge and spin): 501.0 kJ/mol
* F_max: 0.4 eV/A
* multiplicity: 1
* E: -7415.8418 eV
* E_HOMO: -8.07 eV

No. 2
2 unconnected molecules or ions with the total composition C7H10, computed with wB97M-V/def2-TZVPD.

```
17
Properties=species:S:1:pos:R:3:forces:R:3
C 1.503118 0.812039 0.532014 -0.04 0.54 0.00
C 0.308093 1.590921 0.360166 0.11 -0.48 -0.02
C -0.901987 0.774478 0.039587 0.04 0.11 -0.03
C 1.436090 -0.443003 1.415995 -0.03 -0.19 0.11
C 0.454598 -1.112852 -0.824949 -0.15 0.08 0.06
C 1.613497 -0.640767 -0.032927 -0.02 -0.18 -0.05
C -0.734864 -0.521145 -0.717222 0.17 -0.06 -0.06
H 2.281583 -0.577555 2.083244 -0.10 0.05 -0.13
H -1.329145 0.616452 1.049730 0.03 -0.01 -0.08
H -3.624204 1.009251 -1.490005 -0.06 -0.06 -0.02
H 0.469348 -0.694708 1.843743 0.15 0.06 -0.10
H 0.606059 -1.962935 -1.485921 -0.05 0.07 0.16
H 2.606004 -0.923494 -0.374383 -0.16 0.09 0.03
H 2.447081 1.347546 0.618140 -0.18 -0.10 -0.01
H -1.595476 -0.907092 -1.260150 0.16 0.11 0.03
H -3.937413 0.335713 -1.512719 0.00 0.06 -0.01
H -1.656424 1.400636 -0.452706 0.14 -0.08 0.13
```
Forces are in eV/Å.

* Kohn-Sham gap: 8.33 eV
* lowest unoccupied orbital energy: 0.0150 hartree
* molecular weight: 94.157 g mol⁻¹
* relative energy (zero: lowest compared OMol25 entry of this formula, charge and spin): 495.6 kJ/mol
* F_max: 0.5 eV/A
* multiplicity: 1
* E: -7415.8979 eV
* E_HOMO: -7.93 eV

No. 3
A single C7H10BN3O2S molecule in a non-equilibrium geometry, computed with wB97M-V/def2-TZVPD.

```
24
Properties=species:S:1:pos:R:3:forces:R:3
S -2.357492 -0.739019 1.156257 -0.05 0.91 -1.01
O 2.139108 -3.049850 -0.192634 -0.84 -2.39 -0.57
O -0.325548 -2.662103 -0.442150 0.61 -2.85 0.46
N -1.951988 0.620831 -0.966133 -0.62 0.11 -2.36
N 2.313262 1.297192 0.258369 0.76 0.85 0.33
N 0.908552 1.492724 0.076508 -0.40 -1.70 -0.89
C 0.354117 2.696851 0.596660 -2.89 0.50 0.06
C 0.307129 0.175563 -0.100835 -1.33 0.70 1.66
C -1.291256 -0.018085 -0.115050 2.60 0.27 2.27
C -3.786693 -0.104457 0.278050 2.30 -0.56 -0.57
C 2.622215 -0.053154 -0.130951 -2.67 -0.97 -2.98
C 1.252901 -0.788805 -0.152435 -0.37 1.46 -0.07
C -3.302522 0.433980 -0.893830 -0.52 0.29 2.23
B 0.999376 -2.290303 -0.292270 -0.04 1.41 0.22
H -3.869218 0.851707 -1.671260 -0.91 0.46 -0.76
H 3.256439 -0.650450 0.410672 1.89 -0.58 1.98
H 2.596845 1.526156 1.215718 -0.42 -0.41 -0.09
H 2.991389 -0.170614 -1.187095 -0.03 0.76 0.64
H 1.958765 -4.011603 -0.393462 0.52 1.45 0.41
H -0.612129 2.937057 0.024469 0.86 -0.92 1.21
H -4.789107 -0.238380 0.668372 0.23 -0.11 -0.30
H 0.819916 3.637911 0.390261 1.55 0.04 -0.57
H -0.428093 -3.644910 -0.248540 -0.10 1.81 -0.53
H 0.194033 2.751763 1.711310 -0.11 -0.53 -0.76
```
Forces are in eV/Å.

* SMILES: CN1NCC(B(O)O)=C1c1nccs1
* Kohn-Sham gap: 7.39 eV
* lowest unoccupied orbital energy: 0.0086 hartree
* molecular weight: 211.055 g mol⁻¹
* relative energy (zero: lowest compared OMol25 entry of this formula, charge and spin): 166.6 kJ/mol
* F_max: 4.1 eV/A
* multiplicity: 1
* E: -27497.7708 eV
* E_HOMO: -7.16 eV

No. 4
A single C7H10BrF3N2O molecule in a non-equilibrium geometry, computed with wB97M-V/def2-TZVPD.

```
24
Properties=species:S:1:pos:R:3:forces:R:3
Br 1.552507 1.781175 -1.166743 0.00 0.34 -0.73
F 2.393553 1.823989 1.785147 -0.98 -1.13 -0.89
F 3.829032 0.815488 0.636537 0.02 -0.67 -1.04
F 2.607364 -0.320267 1.956868 -0.08 -1.08 0.88
O 0.918727 -3.173900 0.510202 -0.10 -1.07 0.16
N 0.106699 0.276116 0.891817 5.80 -1.31 -0.94
N 0.055368 -1.150220 1.076382 -0.97 0.56 -0.19
C -1.667300 0.117931 -0.935007 -1.45 -0.62 1.64
C 2.567410 0.642006 1.070167 1.83 2.28 2.20
C -3.136374 0.607219 -0.993148 -0.18 -1.73 -0.54
C 1.561989 0.327970 0.032883 -3.37 -0.46 0.74
C 0.828490 -1.992734 0.373999 1.33 1.91 -1.57
C -1.006450 0.855454 0.238502 -0.94 -2.06 -0.81
C 1.667129 -1.089306 -0.588772 -2.08 2.04 1.75
H -0.435007 -1.579760 1.830778 -0.46 0.42 0.74
H 1.327646 -0.971765 -1.576830 -1.07 -0.39 -1.23
H -3.538356 0.569162 -2.023391 0.22 0.13 0.53
H -3.050398 1.601196 -0.663058 -0.73 1.54 0.29
H -1.562755 0.852095 1.127336 -2.51 0.08 0.75
H -0.898821 1.870307 0.041530 0.88 1.78 -0.36
H -3.846055 0.035171 -0.358741 0.59 0.43 -0.16
H -1.624632 -0.957817 -0.665581 0.06 0.49 -0.81
H 2.653435 -1.295610 -0.694218 3.05 -1.37 0.11
H -1.303205 0.356110 -1.906664 1.14 -0.12 -0.52
```
Forces are in eV/Å.

* SMILES: CCCN1NC(=O)C[C@]1(Br)C(F)(F)F
* Kohn-Sham gap: 9.92 eV
* lowest unoccupied orbital energy: 0.0171 hartree
* molecular weight: 275.068 g mol⁻¹
* relative energy (zero: lowest compared OMol25 entry of this formula, charge and spin): 39.0 kJ/mol
* F_max: 6.0 eV/A
* multiplicity: 1
* E: -90642.0832 eV
* E_HOMO: -9.45 eV

No. 5
A single C7H10Cl2N2O3 molecule in a non-equilibrium geometry, computed with wB97M-V/def2-TZVPD.

```
24
Properties=species:S:1:pos:R:3:forces:R:3
Cl -0.402914 2.633461 0.752120 -0.02 0.43 0.21
Cl -3.713916 -0.604911 -0.517770 0.17 0.00 -0.03
O -0.890546 -0.302344 1.558798 -0.07 -2.11 0.29
O -0.545557 -2.132017 -1.611856 -0.89 0.10 0.38
O -2.811683 1.925344 -1.265838 -0.93 0.79 -0.11
N -2.124767 0.015021 -0.340408 -0.20 -1.19 -0.25
N -0.644529 1.769605 -0.699453 0.57 0.92 1.27
C -1.183422 -0.798045 0.309601 0.08 -1.25 0.35
C -0.689677 -1.957123 -0.243050 -0.41 3.37 -2.43
C 0.333743 0.918204 -1.135004 0.86 -0.23 0.37
C -1.940538 1.283735 -0.764209 -1.68 0.34 -1.12
C 1.524496 0.708856 -0.276559 0.33 -0.86 0.57
C 0.125588 0.257063 -2.261970 2.27 -0.11 -0.78
C -1.882877 -0.485571 2.612618 0.60 0.24 -1.96
H 1.978962 1.562642 0.125585 -0.24 1.79 0.95
H 1.360977 0.001394 0.565810 -0.18 0.48 -0.62
H -0.758019 0.300075 -2.872162 -0.04 0.39 -0.38
H -0.463338 -1.268923 -2.181068 -0.50 -1.79 2.14
H -2.356047 0.421094 2.673392 -1.34 2.43 0.40
H -2.665457 -1.195702 2.498285 -0.17 -1.16 -0.76
H 2.386062 0.410947 -0.806383 0.61 -1.26 -1.23
H -1.366658 -0.636859 3.487013 1.30 -0.58 2.00
H 1.028813 -0.330627 -2.505299 -0.91 0.19 -0.60
H -0.231853 -2.751657 0.244742 0.79 -0.94 1.33
```
Forces are in eV/Å.

* SMILES: C=C(C)N(Cl)C(=O)N(Cl)/C(=C\O)OC
* Kohn-Sham gap: 9.20 eV
* lowest unoccupied orbital energy: 0.0127 hartree
* molecular weight: 241.074 g mol⁻¹
* relative energy (zero: lowest compared OMol25 entry of this formula, charge and spin): 370.5 kJ/mol
* F_max: 4.2 eV/A
* multiplicity: 1
* E: -41583.1133 eV
* E_HOMO: -8.86 eV

No. 6
A gas-phase ion, C7H10ClN4S (charge +1) in a non-equilibrium geometry, computed with wB97M-V/def2-TZVPD.

```
23
Properties=species:S:1:pos:R:3:forces:R:3
Cl -0.519621 1.172815 3.033702 0.52 -0.18 -1.17
S -0.847963 2.021440 0.042996 0.08 0.10 0.92
N 2.128545 -0.930008 -0.728383 2.66 0.28 -0.47
N 0.996727 0.206818 0.934787 -2.88 1.39 2.50
N -1.329913 -0.299129 1.007107 -0.24 -1.98 -1.37
N -2.428449 -1.742753 -0.434366 1.62 0.40 0.42
C -1.264886 -1.156718 -0.097955 -0.72 1.54 1.98
C 0.000802 3.459711 0.725912 -0.25 2.22 -6.47
C 0.580637 -2.222923 -1.663420 -0.75 1.71 1.00
C 1.032753 -0.588910 -0.125040 -0.59 -0.08 0.56
C 1.863446 -1.874928 -1.675311 -0.12 -0.92 -0.44
C -0.043176 -1.314182 -0.713324 0.98 -0.04 0.77
C -0.354258 0.717052 1.282490 -0.31 0.11 -1.29
H -3.332698 -1.347625 -0.233844 0.04 -0.08 0.01
H 0.880462 3.782253 -0.002106 -1.88 -0.59 1.38
H -0.733833 4.280612 0.747800 0.58 -0.34 0.56
H 1.676276 0.695505 1.496990 0.82 -0.48 -0.70
H -2.255185 -2.194556 -1.285779 -0.94 -1.05 -1.38
H 0.436787 3.167674 1.554906 1.72 -0.85 4.51
H 0.058069 -2.950000 -2.183445 -0.51 -1.14 -1.22
H 3.096635 -0.661371 -0.523972 -0.89 0.13 0.06
H -2.293736 -0.044638 1.113099 -0.13 0.70 0.85
H 2.652581 -2.176136 -2.272842 1.20 -0.86 -1.02
```
Forces are in eV/Å.

* SMILES: CS[C@@]1(Cl)NC(=[NH2+])c2cc[nH]c2N1
* charge: +1
* Kohn-Sham gap: 8.61 eV
* lowest unoccupied orbital energy: -0.1251 hartree
* molecular weight: 217.705 g mol⁻¹
* relative energy (zero: lowest compared OMol25 entry of this formula, charge and spin): 0.0 kJ/mol
* F_max: 6.8 eV/A
* multiplicity: 1
* E: -36732.4159 eV
* E_HOMO: -12.01 eV

What did the first record say?
2 unconnected molecules or ions with the total composition C7H10, computed with wB97M-V/def2-TZVPD.

```
17
Properties=species:S:1:pos:R:3:forces:R:3
C 1.139063 0.618319 -0.446293 -0.11 -0.19 0.36
C 0.104439 -1.150147 0.885441 0.13 -0.02 0.19
C -0.968677 -0.719125 -0.124243 -0.24 0.00 -0.08
C 1.324066 0.851699 0.967139 -0.08 -0.02 -0.01
C -1.847909 0.504342 -0.008405 0.04 0.04 0.04
C 0.654079 -0.072233 1.718752 -0.02 0.04 -0.16
C 0.500356 -0.720535 -0.504595 0.15 0.06 -0.17
H 0.076543 -2.174248 1.247723 -0.02 0.15 -0.05
H -1.318221 1.370496 0.394102 -0.04 -0.13 -0.04
H 0.465432 0.005147 2.788428 0.02 0.00 -0.13
H -2.225069 0.781673 -0.998295 0.07 -0.06 0.13
H -1.502678 -1.576128 -0.536322 0.07 0.12 0.06
H 2.066798 0.830454 -3.571479 -0.02 0.01 0.06
H 0.781240 -1.427394 -1.280924 -0.04 0.12 0.11
H 1.852114 0.927365 -2.859334 0.04 -0.01 -0.15
H 1.781794 1.747693 1.377032 -0.06 -0.12 -0.06
H -2.709693 0.291887 0.633383 0.12 0.01 -0.09
```
Forces are in eV/Å.

* Kohn-Sham gap: 7.55 eV
* lowest unoccupied orbital energy: -0.0191 hartree
* molecular weight: 94.157 g mol⁻¹
* relative energy (zero: lowest compared OMol25 entry of this formula, charge and spin): 501.0 kJ/mol
* F_max: 0.4 eV/A
* multiplicity: 1
* E: -7415.8418 eV
* E_HOMO: -8.07 eV

Question: The highest F_max belongs to which entry?
Answer: C7H10ClN4S

Question: Which formula does entry 4 have?
Answer: C7H10BrF3N2O